Entry 1:
Here is C22H30N4O5S2 in the gas phase in a non-equilibrium geometry from the OMol25 dataset. Energies are from ωB97M-V with the def2-TZVPD basis set.

Geometry as XYZ:
```
63
Properties=species:S:1:pos:R:3:nbo_charge:R:1
C -8.19 -2.06 0.10 -0.63
C -6.87 -1.36 0.00 0.01
C -6.20 -0.95 1.15 -0.22
C -4.99 -0.28 1.05 -0.17
C -4.45 -0.03 -0.19 -0.38
C -5.10 -0.43 -1.34 -0.10
C -6.31 -1.09 -1.24 -0.24
H -6.83 -1.41 -2.14 0.21
H -4.65 -0.21 -2.30 0.23
S -2.88 0.81 -0.36 2.31
O -2.42 1.18 0.96 -0.96
O -3.01 1.85 -1.34 -0.94
N -1.98 -0.42 -1.03 -0.88
H -1.26 -0.08 -1.68 0.45
C -1.48 -1.40 -0.10 -0.22
C -0.24 -0.91 0.68 -0.26
N 0.67 -0.37 -0.27 -0.52
C 1.74 -0.89 -0.69 0.46
N 2.32 -0.26 -1.75 -0.88
H 3.25 -0.52 -2.04 0.45
S 1.45 1.01 -2.47 2.33
O 2.35 1.51 -3.47 -0.93
O 0.18 0.50 -2.90 -0.94
C 1.28 2.17 -1.14 -0.24
C 2.42 2.54 -0.44 -0.21
C 2.30 3.40 0.63 -0.22
C 1.06 3.90 1.01 0.00
C -0.06 3.54 0.27 -0.19
C 0.04 2.68 -0.81 -0.19
H -0.83 2.40 -1.37 0.25
H -1.03 3.92 0.55 0.23
C 0.93 4.83 2.18 -0.63
H 0.70 5.84 1.83 0.23
H 1.84 4.87 2.76 0.21
H 0.11 4.51 2.82 0.22
H 3.19 3.68 1.19 0.21
H 3.38 2.14 -0.75 0.22
C 2.50 -2.11 -0.19 -0.29
N 3.92 -1.79 -0.14 -0.45
C 4.21 -0.82 0.90 -0.26
C 5.69 -0.43 0.81 -0.07
O 6.52 -1.56 0.95 -0.52
C 6.22 -2.53 -0.03 -0.07
C 4.76 -2.96 0.04 -0.25
H 4.55 -3.68 -0.76 0.21
H 4.57 -3.45 1.01 0.17
H 6.89 -3.37 0.16 0.20
H 6.43 -2.11 -1.03 0.17
H 5.96 0.25 1.61 0.20
H 5.87 0.05 -0.16 0.17
H 3.58 0.06 0.76 0.22
H 4.01 -1.24 1.90 0.18
H 2.11 -2.43 0.78 0.19
H 2.35 -2.92 -0.91 0.22
H 0.15 -1.74 1.29 0.17
H -0.55 -0.08 1.33 0.23
H -2.29 -1.63 0.60 0.21
H -1.22 -2.30 -0.66 0.20
H -4.45 0.05 1.93 0.24
H -6.62 -1.15 2.12 0.21
H -8.34 -2.47 1.09 0.22
H -8.26 -2.87 -0.63 0.22
H -9.00 -1.36 -0.11 0.23
```

Output
**LUMO level**: 0.628 eV
**Energy**: -61168.285 eV
**Maximum force**: 1.055 eV/Å
**Energy relative to the best compared isomer or geometry (same formula, charge and spin)**: 23.28 kcal per mole

***

Entry 2:
Here is C4H2Cl2 in the gas phase in a non-equilibrium geometry from the OMol25 dataset. Energies are from ωB97M-V with the def2-TZVPD basis set.

Geometry as XYZ:
```
8
Properties=species:S:1:pos:R:3:nbo_charge:R:1
C 1.92 -1.03 0.24 -0.14
C 0.76 -0.69 0.08 -0.08
C -0.85 1.20 -0.04 -0.24
C -0.49 -0.08 -0.09 0.01
Cl -2.42 1.70 -0.51 0.07
Cl -1.80 -1.55 -0.15 -0.10
H 2.90 -1.37 0.20 0.24
H -0.01 1.82 0.25 0.25
```

Output
**LUMO level**: -0.197 eV
**Energy**: -29221.978 eV
**Maximum force**: 3.617 eV/Å
**Energy relative to the best compared isomer or geometry (same formula, charge and spin)**: 15.54 kcal per mole

***

Entry 3:
Here is C26H31N5O2S in the gas phase from the OMol25 dataset. Energies are from ωB97M-V with the def2-TZVPD basis set.

Geometry as XYZ:
```
65
Properties=species:S:1:pos:R:3:nbo_charge:R:1
C 3.32 -2.26 5.55 -0.36
C 2.47 -1.36 5.10 -0.20
C 2.42 -0.93 3.66 -0.27
N 1.17 -1.31 3.05 -0.35
C 0.90 -2.52 2.49 0.17
N -0.29 -2.52 1.95 -0.32
N -0.83 -1.31 2.16 -0.29
C 0.03 -0.59 2.83 0.29
C -0.17 0.83 3.24 -0.11
O 0.24 1.74 2.25 -0.51
C -0.59 2.00 1.18 0.26
C -1.81 1.36 0.98 -0.27
C -2.60 1.72 -0.10 -0.21
C -2.18 2.69 -0.98 -0.22
C -0.94 3.31 -0.81 -0.03
C -0.14 2.97 0.28 0.01
C 1.18 3.64 0.48 -0.65
H 1.85 3.44 -0.36 0.21
H 1.65 3.27 1.39 0.23
H 1.06 4.72 0.56 0.21
C -0.48 4.34 -1.80 -0.63
H -0.35 5.30 -1.31 0.22
H -1.20 4.44 -2.60 0.22
H 0.48 4.06 -2.23 0.21
H -2.80 2.96 -1.82 0.22
H -3.55 1.23 -0.25 0.22
H -2.14 0.58 1.64 0.23
H 0.45 1.05 4.11 0.20
H -1.22 0.98 3.51 0.21
S 2.03 -3.84 2.43 0.29
C 1.88 -4.06 0.63 -0.61
C 2.20 -2.71 0.00 0.68
O 3.05 -2.00 0.50 -0.65
N 1.54 -2.35 -1.12 -0.43
C 0.40 -2.99 -1.74 -0.21
H 0.25 -4.00 -1.36 0.21
C -0.87 -2.15 -1.53 -0.23
N -0.63 -0.84 -2.08 -0.48
C -1.59 -0.12 -2.77 0.29
C -1.21 0.93 -3.61 -0.29
C -2.15 1.63 -4.35 -0.18
C -3.49 1.29 -4.28 -0.27
C -3.88 0.24 -3.46 -0.19
C -2.95 -0.45 -2.71 -0.29
H -3.28 -1.24 -2.06 0.21
H -4.92 -0.03 -3.39 0.21
H -4.22 1.83 -4.86 0.21
H -1.83 2.43 -4.99 0.21
H -0.17 1.20 -3.70 0.21
C 0.48 -0.19 -1.43 -0.23
H 0.61 0.83 -1.80 0.22
C 1.75 -1.01 -1.64 -0.22
H 2.60 -0.57 -1.12 0.25
H 1.97 -1.09 -2.71 0.19
H 0.29 -0.12 -0.35 0.20
H -1.69 -2.63 -2.06 0.21
H -1.10 -2.10 -0.46 0.21
H 0.61 -3.05 -2.82 0.20
H 2.62 -4.81 0.34 0.25
H 0.87 -4.43 0.44 0.24
H 3.22 -1.40 3.08 0.26
H 2.51 0.16 3.58 0.22
H 1.73 -0.91 5.75 0.20
H 3.33 -2.55 6.59 0.20
H 4.05 -2.72 4.91 0.20
```

Output
**LUMO level**: 0.642 eV
**Energy**: -49845.572 eV
**Maximum force**: 0.992 eV/Å
**Energy relative to the best compared isomer or geometry (same formula, charge and spin)**: 40.20 kcal per mole

***

Entry 4:
Here is 2 unconnected molecules or ions with the total composition C12H12ClN6O8 in a non-equilibrium geometry from the OMol25 dataset. Energies are from ωB97M-V with the def2-TZVPD basis set.

Geometry as XYZ:
```
39
Properties=species:S:1:pos:R:3:nbo_charge:R:1
C -0.32 0.73 3.33 -0.64
C -0.62 -0.74 3.34 -0.06
O -0.57 -1.25 2.00 -0.55
C -1.00 -2.52 1.81 0.77
C -1.18 -2.81 0.35 -0.57
Cl -2.60 -3.67 0.01 -0.04
C -0.03 -3.14 -0.53 0.73
O 0.14 -4.20 -1.13 -0.68
O 0.86 -2.13 -0.62 -0.55
C 1.90 -2.42 -1.57 -0.07
C 2.67 -1.16 -1.85 -0.63
O -1.23 -3.26 2.75 -0.64
H -0.40 1.12 4.36 0.21
H 0.68 0.93 2.92 0.23
H -1.09 1.25 2.74 0.20
H 0.12 -1.28 3.94 0.18
H -1.62 -0.91 3.76 0.19
H 2.56 -3.18 -1.14 0.18
H 1.46 -2.86 -2.48 0.20
H 3.49 -1.40 -2.53 0.21
H 2.03 -0.43 -2.37 0.19
H 3.07 -0.71 -0.93 0.21
O -2.07 4.18 -3.23 -0.33
N -0.97 3.97 -2.71 0.51
O 0.06 4.66 -2.95 -0.40
C -0.78 2.88 -1.77 -0.03
C 0.47 2.67 -1.22 -0.12
C 0.68 1.59 -0.34 -0.01
N 1.89 1.44 0.44 0.50
O 2.86 2.20 0.23 -0.38
O 1.91 0.51 1.28 -0.36
C -0.33 0.65 -0.09 0.15
N -1.58 0.94 -0.58 -0.20
N -2.76 0.27 -0.32 -0.01
N -3.68 0.92 -0.96 -0.01
N -3.20 2.01 -1.62 -0.29
C -1.87 2.03 -1.39 0.30
H 1.30 3.32 -1.48 0.29
H -0.24 -0.20 0.56 0.34
```

Output
**LUMO level**: 0.392 eV
**Energy**: -50474.960 eV
**Maximum force**: 3.060 eV/Å
**Net charge**: -1
**Energy relative to the best compared isomer or geometry (same formula, charge and spin)**: 0.00 kcal per mole

***

Entry 5:
Here is 6 unconnected molecules or ions with the total composition C5H23NO5S in a non-equilibrium geometry from the OMol25 dataset. Energies are from ωB97M-V with the def2-TZVPD basis set.

Geometry as XYZ:
```
35
Properties=species:S:1:pos:R:3:nbo_charge:R:1
C -1.57 -1.61 0.77 -0.41
C -1.26 -1.48 -0.74 -0.44
C -0.94 -2.81 -1.42 -0.51
S -0.33 -2.59 -3.13 -0.06
C -0.24 -1.48 1.56 -0.22
N -0.03 -0.05 1.90 -0.65
C 0.62 0.21 3.20 -0.43
H -2.27 -0.86 1.08 0.22
H -2.02 -2.58 1.00 0.20
H -2.26 -1.28 -1.17 0.20
H -0.59 -0.67 -1.05 0.20
H -1.90 -3.29 -1.73 0.22
H -0.36 -3.48 -0.77 0.22
H 1.01 -2.63 -2.83 0.13
H 0.58 -1.73 0.87 0.17
H -0.20 -2.17 2.41 0.19
H 0.48 0.33 1.12 0.36
H 1.30 -0.55 3.53 0.17
H 1.26 1.10 3.20 0.23
H -0.23 0.41 3.87 0.19
H 0.14 3.92 -1.16 0.48
H -0.69 2.67 -0.51 0.51
O 0.18 3.03 -0.80 -1.02
H 3.70 -0.57 0.70 0.46
H 3.76 0.75 0.13 0.47
O 3.58 -0.15 -0.16 -0.93
H -0.48 2.30 -3.31 0.48
H -0.91 0.83 -3.20 0.48
O -1.25 1.72 -3.38 -0.96
H -2.29 2.21 -1.77 0.51
H -2.05 1.04 -0.75 0.48
O -2.25 1.98 -0.83 -0.96
H 1.85 2.47 0.67 0.50
H 3.25 2.69 1.26 0.46
O 2.39 2.30 1.45 -0.96
```

Output
**LUMO level**: 0.391 eV
**Energy**: -28120.183 eV
**Maximum force**: 2.475 eV/Å
**Energy relative to the best compared isomer or geometry (same formula, charge and spin)**: 14.62 kcal per mole

***

Entry 6:
Here is C4H5NO in the gas phase in a non-equilibrium geometry from the OMol25 dataset. Energies are from ωB97M-V with the def2-TZVPD basis set.

Geometry as XYZ:
```
11
Properties=species:S:1:pos:R:3:nbo_charge:R:1
O 1.29 0.12 1.87 -0.54
C 0.57 -0.03 0.92 0.53
C 0.84 -0.66 -0.46 -0.54
C -0.24 0.30 -0.96 -0.04
N -1.49 -0.05 -0.39 -0.54
C -0.69 0.66 0.56 -0.17
H 1.86 -0.54 -0.81 0.25
H 0.55 -1.72 -0.53 0.23
H -0.09 1.36 -1.06 0.25
H -1.51 -1.03 -0.11 0.37
H -1.09 1.59 0.96 0.22
```

Output
**LUMO level**: 1.009 eV
**Energy**: -7763.442 eV
**Maximum force**: 2.118 eV/Å
**Energy relative to the best compared isomer or geometry (same formula, charge and spin)**: 71.13 kcal per mole

***

Entry 7:
Here is a molecular structure, C11H14BBrN6Tb from the OMol25 dataset. Energies are from ωB97M-V with the def2-TZVPD basis set.

Geometry as XYZ:
```
34
Properties=species:S:1:pos:R:3:mulliken_spin:R:1
Tb -0.81 -0.87 -0.73 6.02
B 1.27 -0.37 1.14 -0.01
N 1.96 -1.30 0.11 -0.01
C 3.20 -1.80 0.13 0.00
C 3.45 -2.45 -1.07 0.00
C 2.27 -2.30 -1.80 -0.01
N 1.38 -1.59 -1.09 0.01
N 0.25 -1.18 2.00 -0.01
C 0.36 -1.60 3.26 0.00
C -0.83 -2.21 3.63 0.00
C -1.64 -2.12 2.50 -0.01
N -0.98 -1.49 1.51 0.02
H 2.08 0.14 1.84 0.00
H 0.62 0.46 0.48 0.01
H 3.84 -1.65 0.99 0.00
H 4.34 -2.96 -1.37 0.00
H 2.03 -2.65 -2.78 0.00
H 1.26 -1.45 3.83 0.00
H -1.08 -2.65 4.57 0.00
H -2.65 -2.47 2.36 0.00
Br -2.39 -2.22 -2.28 -0.01
N -1.09 0.90 -2.85 0.00
C -1.29 1.93 -1.90 0.00
C -1.08 3.28 -2.16 0.00
C -1.21 4.18 -1.12 0.00
C -1.58 3.72 0.14 0.00
C -1.78 2.37 0.31 0.00
N -1.64 1.48 -0.68 0.00
H -0.68 1.25 -3.70 0.00
H -1.95 0.42 -3.09 0.00
H -0.82 3.60 -3.16 0.00
H -1.04 5.23 -1.29 0.00
H -1.70 4.39 0.98 0.00
H -2.08 1.96 1.28 0.00
```

Output
**Multiplicity**: 7
**LUMO level (spin up / spin down)**: -3.237 / -3.177 eV
**Energy**: -113727.694 eV
**Maximum force**: 0.586 eV/Å
**Net charge**: +1
**Energy relative to the best compared isomer or geometry (same formula, charge and spin)**: 0.00 kcal per mole

***

Entry 8:
Here is C6H9N in the gas phase in a non-equilibrium geometry from the OMol25 dataset. Energies are from ωB97M-V with the def2-TZVPD basis set.

Geometry as XYZ:
```
16
Properties=species:S:1:pos:R:3:nbo_charge:R:1
C -1.45 1.44 -0.15 -0.65
C -0.14 0.74 -0.28 0.20
C 0.12 -0.67 0.06 -0.06
C -0.96 -1.64 0.43 -0.64
C 1.45 -0.84 -0.02 -0.19
C 2.03 0.49 -0.35 -0.31
N 0.92 1.37 -0.68 -0.39
H -2.21 0.97 -0.77 0.22
H -1.31 2.48 -0.46 0.24
H -1.81 1.44 0.89 0.22
H -0.54 -2.63 0.63 0.22
H -1.70 -1.74 -0.37 0.22
H -1.50 -1.32 1.33 0.22
H 2.00 -1.77 0.12 0.22
H 2.96 0.56 -0.93 0.22
H 2.13 1.14 0.54 0.27
```

Output
**LUMO level**: 1.002 eV
**Energy**: -7857.051 eV
**Maximum force**: 1.615 eV/Å
**Energy relative to the best compared isomer or geometry (same formula, charge and spin)**: 25.57 kcal per mole